49
Properties=species:S:1:pos:R:3:mulliken_spin:R:1 method="wB97M-V/def2-TZVPD" multiplicity=2 lumo_energy_ev="4.02 / 4.01" charge=-2
Hg 0.196 -0.228 0.370 0.5267
S -2.289 1.056 -0.964 0.1928
S -3.430 0.315 0.533 0.0327
S -3.455 -2.539 1.689 0.0041
S -1.495 -3.004 -0.243 0.1055
C -4.609 -0.744 3.411 0.0020
N -4.824 -1.931 2.596 -0.0006
C -6.104 -1.900 1.921 0.0004
C -3.604 -1.522 0.146 0.0140
O -2.700 -1.915 -0.822 0.0075
H -5.363 -0.721 4.211 0.0001
H -4.680 0.194 2.849 -0.0001
H -3.620 -0.790 3.862 0.0001
H -6.917 -1.911 2.660 0.0000
H -6.203 -2.784 1.290 -0.0005
H -6.242 -1.004 1.294 -0.0001
H -4.618 -1.640 -0.241 0.0011
C 6.496 0.697 -4.662 0.0035
Ge 4.758 0.318 -3.825 -0.0043
C 4.700 -1.593 -3.449 0.0003
C 3.355 0.808 -5.084 0.0014
C 4.529 1.296 -2.161 0.0345
Se 2.882 0.678 -1.249 -0.0085
C 1.801 2.189 -1.830 0.0256
H 6.583 0.149 -5.605 0.0003
H 7.310 0.380 -4.006 -0.0006
H 6.615 1.763 -4.871 -0.0005
H 4.622 -2.182 -4.365 -0.0001
H 3.835 -1.807 -2.820 -0.0007
H 5.601 -1.898 -2.912 -0.0001
H 3.455 0.244 -6.014 0.0000
H 3.398 1.874 -5.317 -0.0002
H 2.380 0.586 -4.647 -0.0011
H 4.435 2.372 -2.310 0.0006
H 5.361 1.118 -1.478 -0.0023
H 1.971 2.369 -2.890 0.0008
H 2.065 3.068 -1.245 0.0019
H 0.759 1.930 -1.649 -0.0151
C 3.400 1.292 2.998 -0.0050
C 2.058 1.719 2.377 0.0110
C 1.615 3.063 2.984 0.0023
O 1.096 0.760 2.521 0.0783
H 4.162 2.082 2.931 -0.0021
H 3.766 0.402 2.479 0.0047
H 3.241 1.034 4.052 0.0027
H 2.292 1.943 1.315 -0.0139
H 1.415 2.931 4.054 0.0013
H 0.689 3.382 2.501 0.0024
H 2.375 3.848 2.857 -0.0031